(1)
44
Properties=species:S:1:pos:R:3 method="wB97M-V/def2-TZVPD" homo_energy_ha=-0.3369 energy_ev=-19052.845 orbital_gap_ha=0.356
C 3.083 -2.799 2.888
C 2.799 -1.201 2.583
C 1.796 -0.993 1.330
C 2.539 -1.294 0.064
C 1.730 -0.945 -1.047
C 0.625 -2.287 -1.221
C -0.639 -1.893 -1.912
C -1.620 -1.149 -1.313
C -2.482 -0.138 -2.003
C -1.837 1.262 -2.158
C -1.485 1.819 -1.059
C -2.496 2.418 -0.232
C -1.960 3.121 1.345
C -1.158 4.036 1.099
O -1.165 5.211 0.612
O 0.092 3.585 1.712
H 0.799 4.464 1.652
H -2.970 3.349 1.923
H -1.747 2.222 1.712
H -3.412 1.638 0.086
H -2.952 3.335 -0.682
H -0.887 1.106 -0.257
H -0.860 2.718 -1.275
H -2.609 1.712 -2.688
H -0.878 1.041 -3.077
H -3.509 0.127 -1.361
H -2.809 -0.438 -2.748
H -2.434 -1.982 -0.983
H -1.229 -0.808 -0.252
H -1.127 -2.645 -2.572
H -0.346 -1.114 -3.004
H 1.223 -3.017 -1.923
H 0.204 -2.677 -0.393
H 2.203 -0.875 -1.920
H 1.045 -0.191 -0.805
H 3.260 -0.778 -0.189
H 2.981 -2.309 -0.115
H 0.847 -1.841 1.721
H 1.558 -0.094 1.437
H 3.756 -0.992 2.364
H 2.334 -0.868 3.653
H 3.539 -3.499 2.087
H 3.879 -3.000 3.759
H 2.323 -3.339 3.164



(2)
18
Properties=species:S:1:pos:R:3 method="wB97M-V/def2-TZVPD" homo_energy_ha=-0.3610 energy_ev=-7426.711 orbital_gap_ha=0.402 smiles=COCC(C)C
C -0.764 -2.438 1.052
O -0.205 -1.615 0.064
C -0.578 -0.266 0.208
C 0.241 0.605 -0.740
C 1.709 0.644 -0.299
C -0.395 1.997 -0.799
H -0.434 -2.135 2.058
H -0.424 -3.458 0.858
H -1.865 -2.421 1.033
H -1.660 -0.149 0.017
H -0.396 0.071 1.246
H 0.209 0.143 -1.735
H 2.059 -0.366 -0.060
H 2.365 1.048 -1.079
H 1.828 1.270 0.594
H -1.436 1.950 -1.146
H -0.405 2.456 0.199
H 0.152 2.666 -1.471



(3)
75
Properties=species:S:1:pos:R:3 method="wB97M-V/def2-TZVPD" multiplicity=2 homo_energy_ha="-0.6519 / -0.6527" energy_ev=-210924.208 orbital_gap_ha="0.272 / 0.274" charge=+3
Ti 0.259 1.354 1.175
Se 1.872 4.570 -0.511
N 3.424 4.673 0.297
C 3.515 3.704 1.192
C 4.604 3.385 2.059
C 4.466 2.281 2.849
C 3.285 1.490 2.823
N 2.245 1.767 2.062
C 2.378 2.851 1.250
N 1.377 3.108 0.416
H 5.498 3.996 2.062
H 5.259 1.975 3.517
H 3.214 0.614 3.456
N -2.393 4.170 2.940
C -1.490 4.065 3.972
C -0.612 3.106 3.594
N -0.975 2.639 2.337
C -2.066 3.310 1.977
H -3.193 4.788 2.918
H -1.562 4.658 4.868
H 0.231 2.708 4.132
H -2.625 3.177 1.066
C -0.819 -2.415 -4.185
C 0.562 -1.885 -4.563
C 1.699 -2.419 -3.690
C 1.477 -2.272 -2.179
Ge 1.365 -0.442 -1.524
C 0.325 0.958 -2.383
C 1.317 1.646 -3.337
C 0.621 2.668 -4.246
C -0.257 2.029 -5.315
H -1.561 -2.130 -4.931
H -1.164 -2.022 -3.222
H -0.818 -3.505 -4.124
H 0.553 -0.792 -4.544
H 0.781 -2.152 -5.597
H 2.644 -1.953 -3.979
H 1.822 -3.488 -3.880
H 2.273 -2.750 -1.608
H 0.535 -2.742 -1.886
H 2.674 0.208 -1.017
H -0.094 1.693 -1.695
H -0.506 0.487 -2.908
H 1.830 0.912 -3.968
H 2.099 2.138 -2.749
H 1.390 3.279 -4.722
H 0.022 3.346 -3.627
H 0.331 1.379 -5.966
H -0.712 2.793 -5.943
H -1.069 1.438 -4.886
C -3.114 -1.103 3.959
C -1.623 -0.962 4.109
C -0.906 -2.203 4.572
O -1.032 -0.515 2.772
P -1.053 -1.139 1.341
S 1.017 -1.027 0.886
S -1.796 0.240 0.103
O -1.641 -2.545 1.386
C -1.517 -3.701 0.396
C -1.649 -4.946 1.229
C -2.578 -3.522 -0.659
H -3.546 -1.273 4.945
H -3.368 -1.958 3.332
H -3.563 -0.200 3.545
H -1.367 -0.102 4.723
H -1.175 -3.064 3.962
H -1.208 -2.415 5.599
H 0.175 -2.068 4.566
H -0.509 -3.601 -0.010
H -2.624 -4.979 1.715
H -0.861 -5.015 1.977
H -1.570 -5.813 0.573
H -3.573 -3.625 -0.228
H -2.453 -4.303 -1.411
H -2.497 -2.557 -1.161



Relative energy (zero: lowest compared OMol25 entry of this formula, charge and spin) / kJ/mol: 1511.2; 58.0; 55.2